--- w ---
Here is a single C4H7ClN2O molecule from OMol25. Energies are from ωB97M-V/def2-TZVPD.

```
! RIJCOSX wB97M-V def2-TZVPD def2/J DEFGRID3
* xyz 0 1
C 0.185 -0.285 -0.005
C -1.167 -0.487 -0.734
C 1.329 -0.801 -0.757
C 0.752 1.154 0.141
H -0.224 -1.840 1.402
H 1.085 -0.746 1.674
H -1.547 -1.531 -0.601
H -0.988 -0.260 -1.807
H 1.574 -1.872 -0.807
H 1.207 -0.449 -1.752
H 0.088 2.060 0.237
N 0.127 -0.879 1.407
N 2.030 1.218 0.152
O 2.509 -0.131 -0.171
Cl -2.527 0.343 0.013
*
```

The HOMO energy is -0.364 Ha. As for the LUMO energy: 0.71 eV. Its structure (SMILES) is N[C@@]1(CCl)C=NOC1.

Here are the natural (NBO) charges for atoms 1 to 8, given in e: atom 1 (C): 0.003, atom 2 (C): -0.389, atom 3 (C): -0.116, atom 4 (C): 0.012, atom 5 (H): 0.368, atom 6 (H): 0.372, atom 7 (H): 0.228, atom 8 (H): 0.223

--- x ---
Here is a single C4H7ClN2O molecule from OMol25. Energies are from ωB97M-V/def2-TZVPD.

```
! RIJCOSX wB97M-V def2-TZVPD def2/J DEFGRID3
* xyz 0 1
C 2.462 -1.494 0.295
C 0.332 0.406 0.193
C -0.647 1.353 0.791
C -0.126 -0.618 -0.795
N 2.529 -0.143 0.161
N 1.530 0.676 0.572
O 1.424 -2.048 0.631
Cl 3.919 0.737 -0.313
H 3.436 -1.995 0.267
H -0.737 1.294 1.810
H -1.785 1.217 0.584
H -0.357 2.271 0.521
H -0.850 -0.162 -1.376
H -0.316 -1.567 -0.282
H 0.638 -0.750 -1.545
*
```

The HOMO energy is -0.335 Ha. As for the LUMO energy: 0.55 eV. Its structure (SMILES) is CC(C)=NN(Cl)C=O.

Here are the natural (NBO) charges for atoms 1 to 8, given in e: atom 1 (C): 0.485, atom 2 (C): 0.351, atom 3 (C): -0.652, atom 4 (C): -0.696, atom 5 (N): -0.290, atom 6 (N): -0.305, atom 7 (O): -0.604, atom 8 (Cl): 0.171

--- y ---
Here is a single C4H7ClN2O molecule from OMol25. Energies are from ωB97M-V/def2-TZVPD.

```
! RIJCOSX wB97M-V def2-TZVPD def2/J DEFGRID3
* xyz 0 1
C -0.929 -0.864 0.471
C 0.470 -0.827 1.027
C -0.685 -0.291 -0.916
C 0.442 1.979 -0.741
H -1.581 -0.380 1.205
H 0.833 -1.888 1.205
H 0.486 -0.205 2.066
H 2.170 0.379 0.381
H -1.616 0.215 -1.238
H -0.460 -1.072 -1.770
H -0.289 2.378 -1.466
N 1.311 -0.113 0.004
N 0.285 0.664 -0.587
O 1.212 2.586 0.095
Cl -1.650 -2.560 0.266
*
```

The HOMO energy is -0.327 Ha. As for the LUMO energy: 0.75 eV. Its structure (SMILES) is O=CN1C[C@@H](Cl)CN1.

Here are the natural (NBO) charges for atoms 1 to 8, given in e: atom 1 (C): -0.176, atom 2 (C): -0.265, atom 3 (C): -0.245, atom 4 (C): 0.496, atom 5 (H): 0.240, atom 6 (H): 0.230, atom 7 (H): 0.198, atom 8 (H): 0.419

--- z ---
Here is a molecular structure, C4H7ClN2O from OMol25. Energies are from ωB97M-V/def2-TZVPD.

```
! RIJCOSX wB97M-V def2-TZVPD def2/J DEFGRID3
* xyz 0 1
C 0.929 -0.460 0.117
C 0.207 0.639 -0.234
C -0.644 1.390 0.879
C -1.280 0.808 -0.277
H 2.552 1.072 0.738
H 2.612 -1.420 0.278
H -0.367 -1.702 0.914
H 0.697 1.221 -0.984
H -0.682 0.419 1.544
H -0.375 2.510 1.159
H -1.497 1.544 -1.128
N 2.210 -0.576 -0.385
N 0.620 -1.609 0.542
O 3.075 0.576 -0.305
Cl -2.507 -0.425 -0.240
*
```

The HOMO energy is -0.333 Ha. As for the LUMO energy: 0.11 eV.

Here are the natural (NBO) charges for atoms 1 to 8, given in e: atom 1 (C): 0.346, atom 2 (C): -0.332, atom 3 (C): -0.405, atom 4 (C): -0.224, atom 5 (H): 0.405, atom 6 (H): 0.378, atom 7 (H): 0.346, atom 8 (H): 0.256

Most stable one: y, least stable one: z.